No. 1
C14H10Cl3FeN4O8 | ωB97M-V/def2-TZVPD

Structure (ORCA input):
```
! RIJCOSX wB97M-V def2-TZVPD def2/J DEFGRID3
* xyz 0 2
O -0.03 0.43 -3.99
C 0.66 -1.11 2.89
H 3.47 2.41 4.66
C 3.09 2.41 3.64
O -1.60 0.38 -0.32
C 3.48 1.40 2.77
O 0.07 -0.73 -2.09
C -2.63 -0.40 -0.60
H 1.04 4.17 1.60
H 0.36 1.95 -4.53
N 1.61 2.36 -0.26
O -3.72 -0.03 -0.94
O 1.52 4.67 -3.79
O 1.44 -1.35 0.62
O 0.64 2.88 -4.75
Fe 0.04 -0.40 -0.25
H -0.86 -2.66 0.60
O 2.84 -1.79 2.31
C 2.13 2.40 1.07
Cl -0.13 0.42 2.43
C 0.77 1.51 -2.04
C 2.23 3.41 3.22
N 1.00 1.28 -0.76
H 1.92 4.19 3.91
C 1.21 2.79 -2.41
H 1.09 -0.99 3.88
Cl 2.57 4.74 -0.94
N -2.35 -1.75 -0.41
C 1.77 -1.46 1.87
C 1.14 3.53 -3.71
H -0.63 -2.59 -1.06
C 3.00 1.40 1.47
C 1.74 3.41 1.93
N -0.99 -2.10 -0.24
H 3.30 0.62 0.77
C 0.21 0.35 -2.81
C 1.75 3.29 -1.23
Cl -0.54 -2.42 2.99
H -2.97 -2.44 -0.79
H 4.15 0.62 3.09
*
```

The HOMO-LUMO gap (spin up / spin down) is 0.3173 / 0.3265 Ha.

---

No. 2
C14H10Cl5MnN2O | ωB97M-V/def2-TZVPD

Structure (ORCA input):
```
! RIJCOSX wB97M-V def2-TZVPD def2/J DEFGRID3
* xyz 1 6
H 0.13 2.62 4.21
H 0.52 3.68 2.83
Cl -2.41 1.51 -0.10
C 1.25 -2.91 1.49
H -0.23 -3.70 -1.43
Cl -3.82 0.84 -5.30
N 1.17 0.47 3.13
H 2.79 -0.58 2.30
H 1.75 -3.35 2.35
C 0.02 -1.75 -0.60
H 0.92 -4.79 0.52
C 0.15 -3.12 -0.61
H 1.08 0.47 4.13
C -2.63 1.00 -4.09
C -3.02 1.19 -2.76
C 0.79 -3.71 0.47
H -0.47 -1.24 -1.43
C 1.08 -1.53 1.43
C -0.64 1.28 -2.10
N 0.47 -0.96 0.39
C -1.27 0.94 -4.42
H 1.75 -1.45 3.41
C 0.86 2.85 3.43
Cl 1.38 0.94 -3.82
C -0.30 1.07 -3.42
Cl -4.67 1.25 -2.31
Cl -0.81 0.68 -6.05
C 1.74 -0.76 2.57
O 1.32 1.81 1.33
C -2.00 1.32 -1.83
H 1.80 3.13 3.92
Mn 0.16 1.14 -0.17
C 1.13 1.67 2.55
*
```

The HOMO-LUMO gap (spin up / spin down) is 0.3091 / 0.3021 Ha.